[1]
Entry from OMol25: 2 unconnected molecules or ions with the total composition C2H3NS (ωB97M-V/def2-TZVPD).

Structure (XYZ):
```
7
Properties=species:S:1:pos:R:3:mulliken_charge:R:1
C 0.127 0.344 -0.180 0.51
C -1.241 0.412 -0.043 -0.67
N 1.180 0.176 0.360 -0.43
S 3.466 -0.040 -0.344 -0.13
H -1.746 -0.435 -0.368 0.24
H -1.776 1.205 0.379 0.29
H 3.206 -1.403 0.027 0.18
```

Net charge: 0
Orbital gap (spin up / spin down) (eV): 6.1 / 6.1
ΔE to the lowest compared entry with this formula, charge and spin (kcal per mole): 97.08
DFT total energy (eV): -14443.259
2S+1: 1
E_LUMO (spin up / spin down) (Eh): -0.0866 / -0.0866

=====

[2]
Entry from OMol25: 2 unconnected molecules or ions with the total composition ClH2O (ωB97M-V/def2-TZVPD).

Structure (XYZ):
```
4
Properties=species:S:1:pos:R:3:mulliken_charge:R:1
O 0.400 3.089 0.649 -0.65
H 0.240 2.160 0.365 0.29
H 0.548 3.030 1.620 0.30
Cl -0.024 -0.194 -0.040 -0.93
```

Net charge: -1
Orbital gap (eV): 8.6
ΔE to the lowest compared entry with this formula, charge and spin (kcal per mole): 0.63
DFT total energy (eV): -14604.755
2S+1: 1
E_LUMO (Eh): 0.1725

=====

[3]
Entry from OMol25: 6 unconnected molecules or ions with the total composition C16H12B3NO32S2 (ωB97M-V/def2-TZVPD).

Structure (XYZ):
```
66
Properties=species:S:1:pos:R:3:mulliken_charge:R:1
N 10.788 -12.774 12.892 -0.49
H 10.435 -13.550 13.434 0.38
H 11.688 -13.008 12.500 0.38
H 10.984 -11.990 13.498 0.36
H 10.098 -12.514 12.202 0.36
O 16.355 -19.459 12.890 -0.64
C 15.316 -19.507 13.471 0.65
O 14.959 -20.570 14.017 -0.47
B 13.643 -20.344 14.741 0.92
O 13.186 -19.092 14.197 -0.46
C 14.180 -18.427 13.431 0.54
O 14.147 -17.387 12.823 -0.62
O 12.567 -21.312 14.596 -0.42
C 12.364 -21.978 15.780 0.56
O 11.572 -22.891 15.900 -0.59
C 13.114 -21.143 16.866 0.64
O 13.806 -20.213 16.246 -0.50
O 13.080 -21.242 18.067 -0.61
O 8.294 -17.560 19.183 -0.63
C 7.219 -17.920 18.700 0.65
O 6.310 -18.582 19.379 -0.43
B 5.039 -18.712 18.503 0.92
O 5.392 -17.820 17.366 -0.51
C 6.577 -17.347 17.392 0.61
O 7.159 -16.469 16.676 -0.69
O 3.752 -18.430 19.211 -0.37
C 2.934 -19.540 19.125 0.55
O 1.769 -19.736 19.614 -0.61
C 3.690 -20.598 18.352 0.64
O 4.896 -20.081 17.982 -0.48
O 3.345 -21.772 18.078 -0.63
O 8.688 -10.435 23.339 -0.61
C 9.347 -10.569 22.287 0.55
O 9.674 -9.623 21.312 -0.47
B 10.345 -10.356 20.193 0.98
O 10.536 -11.732 20.676 -0.51
C 9.989 -11.870 21.873 0.61
O 10.033 -12.864 22.521 -0.57
O 9.603 -10.236 18.907 -0.45
C 10.437 -9.622 18.031 0.57
O 10.247 -9.379 16.859 -0.62
C 11.736 -9.220 18.774 0.60
O 11.688 -9.756 20.043 -0.44
O 12.748 -8.645 18.215 -0.65
C 16.983 -9.964 12.970 -0.20
C 17.562 -8.822 12.038 -0.27
O 16.544 -8.430 11.281 -0.30
S 15.345 -9.477 11.074 1.08
O 15.716 -10.566 10.139 -0.52
O 13.999 -8.850 10.934 -0.51
O 15.644 -9.960 12.660 -0.32
H 17.060 -9.568 13.983 0.26
H 17.390 -10.971 12.877 0.27
H 18.370 -9.090 11.357 0.26
H 17.930 -7.970 12.610 0.24
C 5.335 -10.459 5.814 -0.31
C 5.247 -11.772 5.226 -0.23
O 6.184 -12.498 5.979 -0.33
S 7.446 -11.630 6.554 1.08
O 8.554 -11.564 5.570 -0.52
O 7.748 -11.995 7.934 -0.50
O 6.541 -10.249 6.514 -0.31
H 4.649 -10.333 6.652 0.26
H 5.182 -9.645 5.105 0.27
H 5.741 -11.794 4.255 0.30
H 4.222 -12.134 5.139 0.29
```

Net charge: -2
Orbital gap (eV): 6.0
ΔE to the lowest compared entry with this formula, charge and spin (kcal per mole): 172.23
DFT total energy (eV): -107508.806
2S+1: 1
E_LUMO (Eh): 0.0259